No. 1
The following is a quantum chemistry calculation of a structure of composition C5H9NaO2 at a distorted geometry, from OMol25.

XYZ file:
```
17
Properties=species:S:1:pos:R:3:mulliken_spin:R:1
O -5.4871 1.6013 0.7095 0.012
Na -6.4548 -0.1731 3.5772 0.003
C -4.7765 0.8566 1.4947 0.006
O -3.7306 0.2162 1.1009 0.062
C -5.3848 1.8713 -0.7202 0.002
C -6.7456 2.3307 -1.1794 0.001
H -4.6223 2.6473 -0.8486 0.000
H -5.0780 0.9643 -1.2544 0.013
H -7.1432 3.1252 -0.5342 0.000
H -6.6625 2.6983 -2.2107 0.000
H -7.4624 1.4998 -1.1431 0.000
C -2.8050 0.4111 -0.1031 0.010
C -3.1371 -0.4677 -1.2282 0.811
H -2.7993 1.4714 -0.3749 0.027
H -1.8249 0.1693 0.3364 0.012
H -3.7600 -0.0872 -2.0377 0.036
H -2.6344 -1.4292 -1.3380 0.005
```

Values from the calculation:
energy relative to the best compared isomer or geometry (same formula, charge and spin): 2.12 kcal per mole
E_HOMO (alpha / beta): -11.93 / -12.76 eV
expectation value of S²: 0.754
charge: +1
2S+1: 2
lowest unoccupied orbital energy (alpha / beta): -4.3030 / -4.3346 eV

=====

No. 2
The following is a quantum chemistry calculation of a structure of composition C9H26AgN4O3 at a distorted geometry, from OMol25.

XYZ file:
```
43
Properties=species:S:1:pos:R:3:mulliken_spin:R:1
Ag -0.9838 0.6743 1.4151 0.659
C 1.7172 -1.5751 -0.4957 -0.016
C 0.2517 -1.9824 -0.5940 0.143
C 0.0670 -3.4742 -1.0173 0.014
O 0.6594 -3.6844 -2.2745 -0.008
C 0.2259 -4.8008 -3.0320 -0.004
N -0.5205 -1.7263 0.6346 0.055
H 2.2078 -1.8012 -1.4424 -0.004
H 2.1288 -2.0420 0.3991 0.008
H 1.7803 -0.5157 -0.2471 0.018
H -0.1989 -1.2904 -1.3055 0.055
H -1.0187 -3.5180 -1.1036 0.001
H 0.3175 -4.1236 -0.1785 0.013
H 0.6011 -5.7876 -2.7610 0.000
H 0.5731 -4.7256 -4.0625 0.001
H -0.8519 -4.9327 -3.1272 0.000
H -0.1708 -2.4083 1.2923 -0.043
H -1.4822 -2.0337 0.6071 -0.085
C -2.4822 3.2476 -0.1027 0.132
C -2.2425 2.1772 -1.1437 0.041
C -0.7913 2.0373 -1.7408 0.034
O 0.1578 1.9284 -0.7778 0.031
C 1.5298 2.1840 -1.0740 -0.009
N -2.5288 0.9521 -0.4866 0.132
H -1.8061 3.1182 0.7424 0.015
H -3.5024 3.2370 0.2810 -0.039
H -2.1630 4.1652 -0.5970 0.001
H -2.9373 2.3159 -1.9720 0.018
H -0.5271 2.8611 -2.4039 0.007
H -0.9197 1.1437 -2.3517 0.010
H 1.8127 1.5018 -1.8756 0.001
H 2.0520 2.0005 -0.1350 0.005
H 1.7318 3.1688 -1.4953 -0.001
H -3.4553 0.8799 -0.0910 -0.136
H -2.4817 0.1882 -1.1457 0.022
C 1.3929 1.5834 3.7173 0.192
O 0.8756 1.4741 2.6431 -0.129
N 2.6138 2.0103 3.8941 -0.070
N 0.9117 1.0373 4.8506 0.023
H 3.1131 2.5978 3.2417 -0.008
H 3.1223 1.8796 4.7569 -0.011
H -0.0487 0.7273 4.8108 -0.035
H 1.2697 1.3307 5.7483 -0.031
```

Values from the calculation:
E_HOMO (alpha / beta): -3.03 / -7.97 eV
expectation value of S²: 0.752
2S+1: 2
lowest unoccupied orbital energy (alpha / beta): 0.7790 / 0.6558 eV

=====

No. 3
The following is a quantum chemistry calculation of the molecule C20H26N2O5S at a distorted geometry, from OMol25.

XYZ file:
```
54
Properties=species:S:1:pos:R:3:mulliken_charge:R:1
C 0.1437 3.4101 -0.0301 -1.307
C -0.6865 2.7191 -1.1104 -0.509
N -0.0830 2.6562 -2.4203 0.187
C 0.0874 3.8522 -3.2196 -0.602
C 1.3935 4.6034 -2.9735 -0.997
S 1.0304 1.4346 -2.6300 1.408
O 1.9470 1.3420 -1.5254 -0.673
O 1.5733 1.5634 -3.9491 -0.747
C -0.0447 -0.0009 -2.5784 -0.688
C -1.1170 -0.0725 -3.4477 -0.399
C -1.9495 -1.1782 -3.3913 -1.008
C -1.7152 -2.1946 -2.4797 -0.469
C -0.6268 -2.1153 -1.6144 0.102
N -0.3397 -3.0865 -0.6533 -0.049
C -1.1659 -4.0413 -0.1555 0.717
O -2.2488 -4.3440 -0.5959 -0.632
C -0.5781 -4.7055 1.1027 -0.694
O -0.4203 -3.7468 2.1489 -0.356
C 0.7158 -3.0493 2.1939 0.062
O 1.6160 -3.2161 1.4013 -0.692
C 0.7653 -2.0227 3.2965 0.363
C -0.5986 -1.6048 3.8772 -1.079
C -0.6744 -0.0980 3.5275 0.148
C 0.3831 0.5681 4.3712 -0.650
C 1.5638 0.2113 3.8835 -0.978
C 1.3122 -0.6880 2.7024 -0.135
C 0.0139 -0.0835 2.1581 -0.449
C 0.2164 -1.0049 -1.6735 0.355
H 1.1415 2.9799 -0.0129 0.291
H -0.3269 3.2644 0.9399 0.456
H 0.2148 4.4783 -0.2152 0.367
H -0.8607 1.6788 -0.8190 0.277
H -1.6605 3.2104 -1.2119 0.378
H -0.7761 4.4983 -3.0384 0.403
H 0.0692 3.5229 -4.2619 0.329
H 1.4818 5.4220 -3.6841 0.403
H 2.2267 3.9209 -3.1171 0.332
H 1.4427 5.0081 -1.9672 0.227
H -1.2809 0.7304 -4.1472 0.472
H -2.7919 -1.2539 -4.0615 0.397
H -2.3715 -3.0476 -2.4285 0.519
H 0.5710 -2.9865 -0.2108 0.283
H -1.2821 -5.4502 1.4754 0.330
H 0.3886 -5.1661 0.8701 0.357
H 1.4469 -2.4075 4.0597 0.582
H -0.6522 -1.7697 4.9520 0.385
H -1.4133 -2.1490 3.4038 0.302
H -1.6753 0.3212 3.5907 0.583
H 0.1730 1.1614 5.2418 0.493
H 2.5416 0.4439 4.2617 0.476
H 2.1379 -0.8265 2.0105 0.664
H -0.4846 -0.7038 1.4132 0.199
H 0.1582 0.9187 1.7604 -0.238
H 1.0689 -0.9058 -1.0183 0.505
```

Values from the calculation:
energy relative to the best compared isomer or geometry (same formula, charge and spin): 45.93 kcal per mole
E_HOMO: -8.91 eV
structure (SMILES): CCN(CC)S(=O)(=O)c1cccc(NC(=O)COC(=O)[C@@H]2C[C@H]3C=C[C@@H]2C3)c1
lowest unoccupied orbital energy: 0.6905 eV

=====

No. 4
The following is a quantum chemistry calculation of a structure of composition C30H26N6O3PbS5, from OMol25.

XYZ file:
```
71
Properties=species:S:1:pos:R:3:mulliken_charge:R:1
Pb 0.9138 -1.7778 -1.0252 0.776
C 1.0959 -2.7713 3.7453 -0.580
O 2.3117 -2.0308 3.4587 -0.479
C 2.0816 -1.4062 2.2952 0.036
N 0.9997 -1.6439 1.6726 0.685
C 0.2935 -2.6931 2.4318 0.272
C -1.1736 -2.4287 2.6399 -0.106
C -2.0117 -3.5014 2.9219 -0.251
C -3.3659 -3.2964 3.1344 -0.832
C -3.8938 -2.0148 3.0654 -0.534
C -3.0602 -0.9415 2.7872 -0.536
C -1.7040 -1.1481 2.5784 0.004
C 3.1600 -0.5194 1.8020 0.455
C 4.4033 -0.4631 2.4177 -1.221
C 5.3611 0.3727 1.8658 -0.380
C 5.0562 1.1023 0.7276 -0.965
C 3.7865 0.9644 0.1813 0.554
N 2.8549 0.1810 0.7157 0.148
C 3.3892 1.6533 -1.0686 -0.075
N 2.3523 1.3763 -1.7324 -0.043
C 2.3399 2.2627 -2.9034 -0.203
C 3.6424 3.0903 -2.7529 -0.624
O 4.2259 2.6202 -1.5134 -0.468
C 1.0798 3.0928 -2.9616 0.449
C 0.6151 3.7506 -1.8279 0.043
C -0.5329 4.5248 -1.8888 -0.677
C -1.2278 4.6509 -3.0850 -0.546
C -0.7697 3.9965 -4.2181 -0.670
C 0.3794 3.2197 -4.1538 -0.628
H 0.5875 -2.2700 4.5695 0.355
H 1.3762 -3.7808 4.0320 0.378
H 0.4060 -3.6160 1.8576 0.001
H -1.6097 -4.5083 2.9403 0.447
H -4.0117 -4.1411 3.3356 0.415
H -4.9530 -1.8553 3.2205 0.411
H -3.4663 0.0602 2.7215 0.408
H -1.0530 -0.3178 2.3416 0.232
H 4.6005 -1.0601 3.2959 0.516
H 6.3423 0.4481 2.3148 0.440
H 5.7765 1.7568 0.2593 0.511
H 2.3786 1.6403 -3.7993 0.624
H 3.4601 4.1592 -2.6595 0.375
H 4.3598 2.9054 -3.5504 0.283
H 1.1363 3.6314 -0.8854 0.278
H -0.8922 5.0249 -0.9982 0.419
H -2.1262 5.2529 -3.1309 0.470
H -1.3100 4.0828 -5.1519 0.412
H 0.7260 2.6948 -5.0366 0.355
O -1.5427 -8.1943 0.7738 -0.594
C -1.1117 -7.1204 0.4488 0.594
S 0.6137 -6.7321 0.3498 -0.170
C 0.4375 -5.0710 -0.1999 0.062
C -0.8193 -4.6225 -0.3755 0.132
S -1.3354 -3.0235 -0.8655 -0.383
S -2.1218 -5.7649 -0.0733 -0.150
S 1.9216 -4.1780 -0.4352 -0.490
C -4.5347 2.5272 -2.4652 -1.041
C -4.3367 1.2440 -1.6585 -0.684
C -2.9737 1.1575 -1.0565 0.607
N -2.0498 0.3688 -1.4698 -0.850
N -0.8734 0.4895 -0.7796 0.328
C -0.9222 1.3944 0.1483 0.406
N 0.1477 1.7299 0.9218 -0.021
S -2.4594 2.1837 0.2627 -0.328
H -5.5314 2.5535 -2.9050 0.419
H -3.7998 2.5896 -3.2684 0.251
H -4.4194 3.4121 -1.8366 0.299
H -4.4459 0.3666 -2.2959 0.280
H -5.0901 1.1707 -0.8710 0.312
H 0.9509 1.1159 0.8161 -0.233
H -0.0344 2.0740 1.8487 0.319
```

Values from the calculation:
energy relative to the best compared isomer or geometry (same formula, charge and spin): 0.00 kcal per mole
E_HOMO: -6.71 eV
lowest unoccupied orbital energy: -0.5719 eV

=====

No. 5
The following is a quantum chemistry calculation of a structure of composition C11H5N2O5Tb at a distorted geometry, from OMol25.

XYZ file:
```
24
Properties=species:S:1:pos:R:3:mulliken_spin:R:1
O 2.8497 6.2556 1.0271 0.000
C 2.3780 5.3188 0.6172 0.000
Tb 0.5280 0.7318 0.8556 6.140
O 1.0038 3.0982 -1.2803 -0.015
C 0.8553 2.2630 -0.4501 -0.011
C 0.6468 -0.0113 2.7571 -0.011
O 0.6772 -0.5330 3.8254 -0.013
C -1.0418 1.8336 1.5472 -0.014
O -2.0158 2.4222 1.9006 -0.017
C 2.5419 0.4092 0.7602 -0.012
O 3.6989 0.1453 0.6513 -0.012
H 1.3942 2.2671 2.0130 -0.093
N -3.5039 -1.3298 -3.6905 0.000
C -2.7432 -1.4868 -2.8863 -0.001
C -1.7315 -1.7122 -1.8170 0.001
C -1.3316 -3.0070 -1.4904 -0.003
C -0.4040 -3.1975 -0.5052 0.003
C 0.1225 -2.0862 0.1544 0.008
N -0.2889 -0.8771 -0.1906 0.039
C -1.1877 -0.6322 -1.1394 0.012
H -1.7616 -3.8626 -2.0211 0.000
H -0.0696 -4.1971 -0.2223 0.000
H 0.8736 -2.2197 0.9593 0.000
H -1.4902 0.4075 -1.3750 -0.001
```

Values from the calculation:
energy relative to the best compared isomer or geometry (same formula, charge and spin): 177.14 kcal per mole
E_HOMO (alpha / beta): -17.31 / -17.42 eV
expectation value of S²: 13.049
charge: +2
2S+1: 7
lowest unoccupied orbital energy (alpha / beta): -11.8430 / -11.2814 eV

=====

No. 6
The following is a quantum chemistry calculation of the molecule C6H11N at a distorted geometry, from OMol25.

XYZ file:
```
18
Properties=species:S:1:pos:R:3:mulliken_charge:R:1
C 2.4449 1.2888 1.4569 -1.091
C 1.2430 0.8994 0.6479 0.013
C 1.2046 0.5685 -0.6257 -0.425
C 0.0734 -0.0691 -1.4148 -0.532
C -0.7872 -0.9266 -0.4912 -0.494
C -2.0997 -0.6517 -0.3737 -0.058
N -3.1255 -1.5526 -0.0197 -0.577
H 3.2512 0.5604 1.4745 0.267
H 2.8272 2.2368 1.0327 0.282
H 2.2463 1.5890 2.4960 0.316
H 0.3064 0.7485 1.1865 0.340
H 1.9575 1.0065 -1.2957 0.300
H -0.5213 0.6492 -1.9776 0.360
H 0.3696 -0.7938 -2.1817 0.303
H -0.5736 -1.9723 -0.2979 0.191
H -2.4969 0.3542 -0.5196 0.319
H -3.5150 -1.4191 0.9086 0.244
H -2.8049 -2.5162 -0.0054 0.243
```

Values from the calculation:
energy relative to the best compared isomer or geometry (same formula, charge and spin): 44.90 kcal per mole
E_HOMO: -8.46 eV
structure (SMILES): C/C=C/C/C=C/N
lowest unoccupied orbital energy: 1.2009 eV

=====

For each record above, in turn, the calculated energy values are -508.34571; -950.10531; -1661.60845; -3896.94256; -1731.30459; -289.90013 Ha.